2 unconnected molecules or ions with the total composition C30H44O9, computed with ωB97M-V/def2-TZVPD.

## Properties
Orbital gap   8.73 eV
Energy above the lowest of the compared OMol25 structures with the same formula, charge and spin   685.77 kcal per mole
DFT total energy   -50222.4634 eV

Each atom is followed by the atoms it is bonded to, with distances in Å.
Element x y z (Å)
1 H 4.73 0.05 -3.04  C36 1.192
2 H 2.90 -1.03 -1.97  C24 1.026
3 C -6.77 0.90 0.08  O35 1.373, H64 1.224, C65 1.622, C69 1.464
4 H 3.91 -2.37 -1.54  C24 1.218
5 H 7.38 2.07 0.26  C29 1.007
6 H 2.43 -2.94 1.10  C42 1.110
7 H -0.26 -1.95 -1.47  C28 1.234
8 C 4.26 0.88 -0.37  C22 1.559, C33 1.464, C66 1.716, C80 1.786
9 O -3.26 -0.95 -0.35  C54 1.513, C78 1.379
10 H -2.35 1.46 -1.47  C50 1.089
11 C -5.70 -1.24 -0.16  O32 1.391, C54 1.662, H56 1.108, C65 1.471
12 H -6.59 -2.73 -0.87  O32 0.863
13 H -0.83 0.42 3.00  C63 1.177
14 O 4.69 -1.71 0.79  H51 0.951, C80 1.524
15 H -4.52 -0.44 -1.79  C54 0.914
16 H 3.52 2.70 -0.61  C33 1.072
17 H -7.48 -1.82 2.11  C71 1.105
18 H 5.77 -1.32 -2.27  C36 1.038
19 H 7.96 1.87 -1.44  C29 1.227
20 H 4.97 2.28 1.19  C66 0.983
21 H -8.24 -0.18 1.87  C71 1.126
22 C 5.45 0.58 -1.33  C8 1.559, H31 0.904, C36 1.579, C45 1.694
23 O 9.53 -1.36 1.06  C48 1.485
24 C 3.80 -1.16 -1.50  H2 1.026, H4 1.218, C36 1.400, C80 1.605
25 C 0.40 -2.32 1.18  C42 1.361, H60 1.171, C76 1.528, H83 1.245
26 H -1.97 0.99 0.97  C57 1.141
27 O 8.76 0.85 0.43  C29 1.435, C48 1.290
28 C -1.21 -1.63 -0.75  H7 1.234, H37 1.255, C76 1.696, C78 1.529
29 C 7.68 1.35 -0.37  H5 1.007, H19 1.227, O27 1.435, C45 1.388
30 H -6.36 3.99 -0.87  C34 1.301
31 H 5.59 1.41 -1.67  C22 0.904
32 O -5.77 -2.52 -0.70  C11 1.391, H12 0.863
33 C 3.08 1.72 -0.61  C8 1.464, H16 1.072, C49 1.358, H77 1.170
34 C -5.46 3.30 -0.24  H30 1.301, H41 0.935, H52 1.060, C69 1.544
35 O -6.40 1.12 1.39  C3 1.373, H44 0.788
36 C 4.95 -0.69 -2.13  H1 1.192, H18 1.038, C22 1.579, C24 1.400
37 H -1.54 -2.82 -0.53  C28 1.255
38 O 1.15 0.89 2.91  C63 1.254
39 O -8.02 -1.17 0.00  C65 1.363, C71 1.525
40 C 2.40 -0.68 0.56  C42 1.732, C80 1.431, C81 1.529, H82 1.069
41 H -5.51 3.27 0.70  C34 0.935
42 C 1.67 -2.24 0.69  H6 1.110, C25 1.361, C40 1.732, H55 1.194
43 C 7.27 -0.78 -0.06  C45 1.241, C48 1.430, H59 1.114
44 H -5.62 1.07 1.48  O35 0.788
45 C 6.75 0.32 -0.28  C22 1.694, C29 1.388, C43 1.241
46 H 1.87 2.05 1.05  C49 1.237
47 H 1.21 2.34 -0.58  C49 1.063
48 C 8.53 -0.42 0.50  O23 1.485, O27 1.290, C43 1.430
49 C 1.82 1.61 -0.11  C33 1.358, H46 1.237, H47 1.063, C81 1.494
50 C -1.68 0.68 -1.12  H10 1.089, H53 1.152, C57 1.414, C78 1.344
51 H 4.56 -1.17 1.57  O14 0.951
52 H -4.55 3.53 -0.72  C34 1.060
53 H -0.63 0.72 -1.60  C50 1.152
54 C -4.52 -0.31 -0.89  O9 1.513, C11 1.662, H15 0.914, O58 1.384
55 H 1.65 -2.68 -0.42  C42 1.194
56 H -5.53 -1.29 0.93  C11 1.108
57 C -1.17 1.00 0.15  H26 1.141, C50 1.414, C62 1.625, H74 1.112
58 O -4.64 0.94 -0.31  C54 1.384, C69 1.306
59 H 7.00 -1.86 -0.02  C43 1.114
60 H -0.12 -3.36 1.34  C25 1.171
61 H -2.38 -0.92 -2.07  C78 1.002
62 C 0.13 0.17 0.68  C57 1.625, C63 1.670, C76 1.595, C81 1.252
63 C 0.14 0.41 2.33  H13 1.177, O38 1.254, C62 1.670
64 H -7.76 1.59 -0.06  C3 1.224
65 C -6.94 -0.57 -0.58  C3 1.622, C11 1.471, O39 1.363, H72 0.960
66 C 4.80 1.31 1.20  C8 1.716, H20 0.983, H68 0.975, H70 1.166
67 H -9.02 -1.85 1.54  C71 1.004
68 H 5.58 0.87 1.60  C66 0.975
69 C -5.65 1.77 -0.30  C3 1.464, C34 1.544, O58 1.306
70 H 3.91 1.11 1.92  C66 1.166
71 C -8.22 -1.25 1.51  H17 1.105, H21 1.126, O39 1.525, H67 1.004
72 H -7.05 -0.44 -1.52  C65 0.960
73 H -5.69 1.67 -1.96  no bonds
74 H -0.73 2.02 0.14  C57 1.112
75 H 1.12 -0.06 -1.08  C81 1.249
76 C -0.60 -1.24 0.78  C25 1.528, C28 1.696, C62 1.595, H79 1.095
77 H 3.02 1.43 -1.74  C33 1.170
78 C -2.21 -0.56 -1.16  O9 1.379, C28 1.529, C50 1.344, H61 1.002
79 H -1.47 -1.43 1.42  C76 1.095
80 C 3.73 -0.77 0.06  C8 1.786, O14 1.524, C24 1.605, C40 1.431
81 C 1.25 0.25 0.13  C40 1.529, C49 1.494, C62 1.252, H75 1.249
82 H 2.47 -0.51 1.61  C40 1.069
83 H 0.60 -2.19 2.40  C25 1.245

Here are the natural (NBO) charges for atoms 1 to 5, given in e: 0.217, 0.219, -0.009, 0.219, 0.205